Record 1
{
  "formula": "C20H17F6N2SSeSiTi",
  "method": "wB97M-V/def2-TZVPD",
  "multiplicity": 2,
  "s2": 0.756,
  "gap_ev": [7.70, 7.87],
  "total_charge": 0,
  "e_homo_ev": [-8.027, -8.316],
  "symbols": ["C", "F", "C", "H", "H", "H", "H", "C", "F", "F", "C", "S", "C", "C", "H", "N", "H", "N", "H", "H", "H", "C", "F", "H", "C", "C", "C", "H", "H", "F", "H", "C", "H", "F", "C", "H", "Ti", "C", "Si", "C", "H", "C", "Se", "H", "C", "C", "C", "C", "C"],
  "positions_angstrom": [[11.302, 11.094, 11.717], [17.791, 12.210, 5.941], [9.960, 9.304, 10.790], [12.232, 11.724, 11.696], [9.312, 13.282, 7.907], [9.200, 13.163, 6.177], [10.715, 11.668, 13.744], [8.262, 8.093, 7.058], [13.960, 14.868, 5.484], [16.642, 14.745, 6.070], [7.297, 10.952, 8.891], [11.892, 12.753, 6.780], [14.504, 13.718, 5.894], [15.872, 13.667, 5.878], [11.226, 6.433, 5.193], [9.620, 10.337, 7.104], [6.003, 11.165, 5.602], [9.414, 10.219, 12.909], [7.790, 13.727, 7.010], [9.203, 5.153, 5.657], [9.820, 8.598, 9.957], [9.161, 9.403, 11.920], [11.528, 9.124, 5.708], [6.699, 11.884, 9.227], [9.267, 6.198, 5.963], [9.393, 8.914, 6.750], [8.223, 6.779, 6.585], [7.613, 11.098, 4.793], [7.257, 6.283, 6.570], [16.396, 10.102, 6.170], [7.379, 8.510, 7.572], [10.423, 8.259, 6.026], [8.113, 10.783, 9.637], [13.606, 10.298, 6.919], [10.419, 6.891, 5.765], [8.277, 8.750, 12.037], [11.555, 10.591, 7.145], [11.061, 10.179, 10.694], [8.095, 11.286, 7.192], [13.732, 12.632, 6.441], [6.522, 10.147, 8.880], [15.679, 11.233, 6.176], [12.395, 10.172, 9.402], [6.948, 9.661, 5.668], [14.347, 11.403, 6.404], [16.424, 12.366, 5.940], [8.613, 13.043, 7.087], [7.055, 10.766, 5.697], [10.482, 11.032, 12.853]],
  "mulliken_charge": [-0.486, -0.287, -0.278, 0.326, 0.313, 0.249, 0.297, -0.208, -0.270, -0.247, -0.672, -0.420, 0.119, 0.315, 0.409, 0.617, 0.366, -0.585, 0.447, 0.373, 0.311, -0.146, -0.279, 0.375, -0.394, 0.147, -0.770, 0.255, 0.358, -0.275, 0.396, 0.495, -0.036, -0.190, -0.798, 0.339, 0.461, 0.534, -0.129, 0.301, 0.358, -0.112, -0.220, 0.406, 0.395, 0.449, -1.257, -1.017, -0.335]
}



Record 2
{
  "formula": "C18H33N5O6Ti",
  "method": "wB97M-V/def2-TZVPD",
  "multiplicity": 3,
  "s2": 2.025,
  "gap_ev": [5.97, 6.52],
  "total_charge": 0,
  "e_homo_ev": [-6.230, -6.872],
  "symbols": ["H", "C", "O", "H", "O", "H", "C", "H", "Ti", "H", "C", "C", "C", "H", "H", "N", "N", "H", "H", "O", "H", "H", "H", "H", "H", "H", "C", "C", "H", "O", "C", "H", "H", "O", "H", "H", "H", "H", "C", "H", "N", "H", "H", "N", "C", "H", "C", "H", "C", "H", "C", "H", "C", "H", "H", "H", "C", "N", "O", "C", "C", "C", "H"],
  "positions_angstrom": [[0.851, -2.248, 2.096], [2.113, 0.547, 3.333], [1.686, 3.734, -1.249], [1.680, -3.296, -3.730], [0.567, 0.992, -2.516], [-0.766, 0.452, 3.758], [1.026, 0.319, 2.462], [-2.203, -1.508, -4.574], [0.607, 0.533, -0.760], [-2.489, -2.515, 3.253], [-0.460, 0.180, 2.738], [3.653, 0.663, 1.452], [1.297, 0.283, 1.117], [0.069, 5.427, -0.757], [-0.454, -4.550, -1.393], [0.867, 2.783, -0.619], [-1.212, 1.430, -0.263], [4.256, 0.793, 3.515], [2.829, -3.748, -2.460], [-2.399, 0.836, -0.473], [0.224, 1.923, -2.648], [-2.962, 4.057, 0.420], [-3.285, 2.382, 0.881], [1.220, -4.469, -2.493], [0.241, -0.562, -5.170], [-2.037, 0.415, -4.459], [0.002, -2.474, -1.173], [-0.117, 3.420, 0.020], [0.975, 5.103, 0.669], [-1.612, -1.433, 0.017], [2.562, 0.517, 0.586], [-1.225, -1.342, 1.423], [0.266, -0.268, -3.756], [-0.273, -0.770, -4.404], [-0.416, -3.248, 2.865], [-2.021, -1.138, 4.300], [-0.783, 5.216, 0.769], [-1.875, -3.485, -1.422], [-1.300, 2.682, 0.271], [-3.293, -0.538, -3.344], [1.830, -1.162, -1.772], [-1.013, 0.790, 2.002], [-1.010, -3.827, 0.120], [-0.965, -1.240, 2.491], [1.243, -2.408, -1.832], [-2.233, -0.189, -0.276], [1.776, -3.533, -2.661], [2.699, 0.578, -0.505], [0.048, 4.865, 0.174], [0.451, -2.005, 3.823], [-2.541, 3.180, 0.938], [-2.377, 3.475, 1.982], [-0.885, -3.645, -0.962], [-3.016, -0.844, 2.848], [1.948, 0.600, 4.410], [2.378, 3.303, -1.775], [0.049, -2.257, 2.836], [-0.439, -1.299, -0.645], [2.861, -0.976, -2.463], [3.423, 0.673, 2.818], [-2.209, -1.455, 3.267], [-2.478, -0.528, -4.143], [4.650, 0.812, 1.039]],
  "mulliken_charge": [0.296, -0.601, -0.560, 0.248, -0.690, 0.602, -0.367, 0.289, -1.098, 0.332, -0.443, -0.968, 2.463, 0.289, 0.479, 0.553, 0.998, 0.376, 0.314, -0.773, 0.273, 0.509, 0.357, 0.397, 0.272, 0.324, 0.262, 0.201, 0.350, -1.093, -1.132, 0.280, 0.315, -0.512, 0.348, 0.415, 0.481, 0.225, 0.274, 0.276, 0.850, -0.224, 0.148, 0.414, -0.088, 0.439, -1.569, 0.733, -1.526, 0.405, -1.851, 0.286, -1.388, 0.327, 0.477, 0.360, -0.947, 1.542, -0.761, -0.745, -0.974, -0.922, 0.453]
}



Record 3
{
  "formula": "C8H10ClN3",
  "method": "wB97M-V/def2-TZVPD",
  "gap_ev": 8.89,
  "e_above_lowest_kj_mol": 213.70,
  "total_charge": 0,
  "e_homo_ev": -8.393,
  "symbols": ["H", "H", "H", "C", "C", "H", "H", "C", "N", "H", "C", "N", "H", "H", "C", "H", "H", "C", "N", "Cl", "C", "C"],
  "positions_angstrom": [[3.830, -1.656, 1.482], [-0.120, 2.959, 0.210], [-0.424, -1.441, -0.124], [-0.632, 1.949, 0.103], [-2.248, -0.193, -0.057], [-3.983, 1.132, 0.199], [-2.457, 3.176, 0.256], [-0.911, -0.412, 0.046], [1.320, 0.882, -0.179], [2.871, -2.507, 0.275], [-0.116, 0.739, -0.056], [3.194, -0.464, -0.129], [3.776, 1.381, -1.151], [3.966, 1.347, 0.627], [-2.912, 1.008, 0.091], [4.542, -2.098, -0.089], [5.138, 0.539, -0.406], [-1.983, 2.121, 0.268], [1.890, -0.237, 0.006], [-3.258, -1.701, -0.127], [3.604, -1.780, 0.416], [4.099, 0.704, -0.312]],
  "mulliken_charge": [0.293, 0.274, 0.304, -0.268, 0.399, 0.402, 0.242, -0.546, -0.526, 0.309, 0.402, 0.094, 0.277, 0.280, -0.631, 0.267, 0.322, -0.278, 0.170, -0.247, -0.761, -0.776]
}



Record 4
{
  "formula": "C3H7N3OS",
  "method": "wB97M-V/def2-TZVPD",
  "gap_ev": 8.37,
  "e_above_lowest_kj_mol": 576.39,
  "total_charge": 0,
  "e_homo_ev": -8.027,
  "symbols": ["C", "N", "N", "H", "C", "H", "O", "H", "S", "H", "H", "H", "H", "N", "C"],
  "positions_angstrom": [[1.266, -1.113, -2.678], [-0.270, 0.829, -1.107], [-0.862, -1.235, 0.139], [-1.608, -1.179, 2.657], [-0.395, 1.120, 0.279], [0.724, -0.452, -3.484], [-1.652, -0.937, -2.167], [-1.126, 1.993, 0.627], [-0.464, -0.883, -1.446], [1.281, -2.233, -3.080], [-1.283, 0.505, 2.643], [0.535, 1.122, -1.613], [0.590, 1.313, 0.684], [-1.171, -0.302, 2.197], [-0.897, -0.225, 0.873]],
  "mulliken_charge": [-0.717, -0.448, -0.633, 0.276, -0.286, 0.227, -0.531, 0.269, 0.759, 0.210, 0.187, 0.360, 0.293, -0.402, 0.433]
}



Record 5
{
  "formula": "C4H7N3O2S2",
  "method": "wB97M-V/def2-TZVPD",
  "gap_ev": 7.91,
  "e_above_lowest_kj_mol": 0.00,
  "total_charge": 0,
  "e_homo_ev": -9.776,
  "symbols": ["H", "S", "O", "N", "H", "H", "N", "H", "C", "O", "C", "H", "C", "H", "C", "H", "S", "N"],
  "positions_angstrom": [[1.119, 0.057, -0.109], [-3.285, -1.606, -0.775], [0.430, 1.943, 0.198], [-3.249, -0.211, 0.182], [-1.579, 2.462, 0.510], [4.327, -0.075, 1.243], [-0.930, 0.095, 0.042], [-0.916, -0.908, -0.088], [3.566, -0.822, 0.937], [3.115, -1.650, 1.690], [3.136, -0.737, -0.497], [2.390, -1.479, -0.792], [0.274, 0.750, 0.046], [-4.133, 0.269, 0.306], [-2.185, 0.704, 0.213], [-3.373, -1.074, -2.022], [3.729, 0.360, -1.511], [-2.439, 1.924, 0.429]],
  "mulliken_charge": [-0.440, -0.218, -0.597, -0.260, 0.338, 0.358, -0.128, 0.231, 0.177, -0.445, -0.297, 0.376, 0.893, 0.321, 0.403, 0.151, -0.136, -0.727]
}



Record 6
{
  "formula": "C11H28N2OP",
  "method": "wB97M-V/def2-TZVPD",
  "gap_ev": 9.95,
  "total_charge": 1,
  "e_homo_ev": -13.234,
  "symbols": ["H", "H", "C", "H", "P", "H", "H", "H", "H", "H", "H", "H", "H", "C", "H", "H", "C", "C", "C", "C", "H", "C", "C", "H", "H", "C", "H", "C", "O", "N", "H", "H", "H", "C", "H", "H", "H", "H", "H", "H", "H", "N", "H"],
  "positions_angstrom": [[3.302, 0.476, -4.527], [-5.088, 2.117, 1.156], [-1.951, 0.825, 0.637], [3.669, -1.953, -4.733], [-0.974, -0.588, 1.456], [3.272, 0.843, -2.107], [5.488, -0.617, -3.667], [-1.989, 0.352, 5.782], [5.410, -2.264, -3.026], [-1.333, 1.769, 0.823], [-4.358, 1.663, -0.510], [1.790, 1.400, -2.848], [-0.412, 0.111, -2.413], [3.515, -1.515, -3.742], [0.282, -1.402, -3.023], [-3.390, -0.564, 3.366], [0.189, -0.763, -2.143], [2.723, -0.217, -3.906], [4.875, -1.312, -3.086], [1.552, -0.340, -1.607], [2.118, -1.225, -1.302], [-1.550, 1.219, 5.178], [-4.120, 2.015, 0.551], [1.399, 0.255, -0.699], [-2.280, 2.084, 5.052], [2.358, 0.496, -2.601], [-2.559, -1.423, 4.743], [-2.492, -1.228, 3.616], [-0.192, 1.502, 3.179], [-1.177, -0.624, 3.218], [-3.154, 1.283, 2.213], [1.810, -0.431, -4.472], [-0.650, 1.658, 5.740], [-0.950, 0.699, 3.787], [-1.429, -1.860, 0.946], [-3.549, 3.006, 0.571], [-2.060, 0.692, -0.491], [-2.607, -2.200, 3.014], [4.781, -0.922, -2.070], [0.447, -0.415, 1.258], [2.937, -2.247, -3.169], [-3.299, 0.973, 1.238], [-0.358, -1.329, -1.381]],
  "mulliken_charge": [0.404, 0.316, -0.499, 0.384, 0.034, 0.354, 0.302, 0.325, 0.374, 0.423, 0.298, 0.402, 0.203, -0.335, 0.383, 0.333, -1.025, -0.781, -1.191, 0.083, 0.285, -0.921, -0.850, 0.104, 0.276, -0.955, 0.320, -0.828, -0.531, 0.005, 0.146, 0.297, 0.322, 0.562, 0.191, 0.334, 0.492, 0.328, 0.280, 0.228, 0.222, -0.322, 0.227]
}



no.,E_tot (eV),F_max (eV/A)
1,-147475.0766,2.92
2,-62042.7900,3.53
3,-25447.9376,5.57
4,-20572.2099,5.34
5,-34495.7186,0.50
6,-26169.6135,3.85